8
Properties=species:S:1:pos:R:3:forces:R:3 method="wB97M-V/def2-TZVPD" total_charge=+1 energy_ev=-35722.197 e_lumo_ev="-5.70 / -7.08" spin_multiplicity=5 de_lowest_kcal_mol=98.3 max_force_ha_per_bohr=0.11219 homo_lumo_gap_ev="7.70 / 5.48" homo_energy_ev="-13.40 / -12.55"
F 0.097 -1.159 -1.498 -0.60 1.88 0.74
O -1.117 1.928 0.589 -0.45 -1.73 -0.44
C 0.374 -0.784 0.598 -4.56 3.35 1.12
C 1.587 -0.626 0.873 1.10 -1.38 -1.97
C -1.407 0.789 0.256 0.52 2.70 -1.27
H 2.494 -0.971 0.385 0.23 0.25 0.88
Ho -1.213 1.093 -2.180 0.65 -1.56 0.85
O -0.815 -0.270 0.978 3.12 -3.51 0.09